6 unconnected molecules or ions with the total composition C21H26BF4O11, computed with the ωB97M-V functional and the def2-TZVPD basis.

Geometry (Å):
B 0.502 -0.108 -2.463
F 1.282 -0.008 -1.281
F 1.199 -0.348 -3.572
F -0.486 -1.120 -2.212
F -0.338 0.986 -2.690
C -3.615 -5.746 -0.646
C -2.916 -6.352 -1.842
C -1.721 -5.698 -2.404
O -0.940 -6.211 -3.147
C -1.585 -4.363 -2.118
C -2.558 -3.565 -1.112
C -3.644 -4.363 -0.404
O -4.296 -3.813 0.386
O -2.331 -2.404 -0.725
O -2.988 -7.746 -2.055
H -4.218 -6.329 -0.210
H -0.748 -4.009 -2.448
H -1.601 -1.836 -1.185
H -2.286 -8.172 -2.782
C 1.235 4.806 0.650
C 1.475 3.448 -0.125
C 2.587 3.404 -1.025
O 2.904 2.336 -1.501
C 3.414 4.537 -1.193
C 3.077 5.931 -0.536
C 1.953 6.061 0.337
O 1.607 7.109 0.850
O 3.897 6.956 -0.588
O 0.794 2.348 0.122
H 0.253 4.915 1.287
H 4.453 4.390 -1.686
H 4.474 6.660 -1.150
H 1.136 1.537 -0.350
C -2.728 4.844 0.700
C -3.365 3.713 -0.145
O -4.493 3.852 -0.604
C -2.653 2.412 -0.364
H -2.508 4.446 1.750
H -3.543 5.615 0.816
H -2.052 5.354 0.384
H -1.707 2.654 -0.826
H -3.169 1.711 -0.769
H -2.340 2.084 0.685
C 0.102 -0.406 2.031
C 1.051 0.417 2.838
O 2.190 -0.023 3.165
C 0.628 1.663 3.383
H 0.680 -1.055 1.267
H -0.593 0.311 1.515
H -0.526 -0.934 2.789
H 0.712 1.940 4.453
H -0.469 2.009 3.136
H 1.101 2.462 2.763
C 2.618 -3.599 2.278
C 2.677 -4.081 0.816
O 3.248 -5.167 0.595
C 1.856 -3.360 -0.282
H 1.662 -3.156 2.470
H 3.322 -2.773 2.293
H 3.159 -4.367 2.693
H 2.347 -2.450 -0.542
H 0.740 -3.319 -0.246
H 2.058 -4.016 -1.206

Forces on atoms 1 to 3 (eV/Å):
B -1.9 0.6 0.5
F 0.0 0.3 0.1
F 1.3 -0.7 -0.9

Output
- Total charge: -1
- E: -56265.3831 eV
- E_HOMO: -6.12 eV